Formula: C24H34IrNOSi
Source: OMol25
Level of theory: ωB97M-V/def2-TZVPD

XYZ file:
```
62
Properties=species:S:1:pos:R:3:nbo_charge:R:1
Ir 0.00000 0.00000 0.00000 0.897
C 1.81680 0.19850 1.48120 -0.251
C 2.29070 -0.63420 0.44260 -0.397
C 2.33040 0.11910 -0.73740 -0.299
H 2.51290 -1.68090 0.53700 0.224
C 1.87200 1.42040 -0.45450 -0.366
C 1.58550 1.47420 0.92850 -0.332
H 1.24440 2.33840 1.46920 0.212
H 1.65800 -0.09820 2.50340 0.229
H 2.61050 -0.25300 -1.70740 0.211
H 1.77770 2.23190 -1.15630 0.219
C -2.15150 0.07830 1.08660 -0.242
C -1.45450 1.23130 1.47180 -0.370
C -1.23530 2.01480 0.31430 -0.299
H -1.12320 1.46500 2.46950 0.220
C -1.78120 1.33440 -0.78630 -0.351
C -2.34200 0.12530 -0.30640 -0.370
H -2.78720 -0.65320 -0.89920 0.218
H -2.41240 -0.74470 1.72570 0.215
H -0.73020 2.96390 0.27460 0.212
H -1.79170 1.69260 -1.80030 0.215
O -0.08350 -0.98400 -1.99780 -0.592
C -0.19910 -0.62570 -3.43880 0.232
C 0.49080 -1.94860 -3.80600 -0.747
C 0.55000 0.63710 -3.76530 -0.877
C -1.65180 -0.57050 -3.84570 -0.777
C 0.40480 -2.31760 -2.33160 -0.074
H 1.50570 -1.81930 -4.17220 0.206
H -0.06270 -2.58520 -4.49040 0.200
H -0.33090 -3.06830 -2.06170 0.171
H 1.33580 -2.53540 -1.81860 0.188
H 0.53600 0.80310 -4.84200 0.216
H 1.58580 0.58150 -3.44360 0.214
H 0.09030 1.49670 -3.28360 0.215
H -1.74910 -0.84810 -4.89500 0.211
H -2.06760 0.42520 -3.72190 0.207
H -2.24440 -1.26460 -3.25410 0.213
C -2.61260 -3.44600 0.39530 -1.159
Si -1.46060 -3.07200 1.79250 1.835
C -2.61890 -2.77610 3.31220 -1.146
C -0.63970 -4.64030 2.42680 -1.153
N -0.26760 -1.64400 1.60590 -1.249
C 0.18220 -1.57100 2.98860 0.149
C -0.42330 -0.70940 3.94730 -0.284
C 0.10460 -0.58620 5.24300 -0.211
C 1.21990 -1.32870 5.61290 -0.302
C 1.81250 -2.20580 4.70650 -0.239
C 1.30170 -2.32260 3.40250 -0.228
H -3.27880 -4.26480 0.74170 0.222
H -2.04460 -3.77130 -0.49230 0.231
H -3.24460 -2.56590 0.18480 0.243
H -3.29360 -3.64270 3.44960 0.203
H -2.03150 -2.69330 4.25120 0.233
H -3.26510 -1.87840 3.25140 0.218
H 0.09950 -5.03620 1.71130 0.221
H -0.15280 -4.44820 3.40840 0.242
H -1.42880 -5.39420 2.62980 0.208
H -1.29060 -0.13210 3.73080 0.207
H -0.35920 0.08450 5.95150 0.187
H 1.63320 -1.21540 6.61570 0.183
H 2.68750 -2.76430 4.99900 0.187
H 1.79210 -2.98700 2.70720 0.203
```

Output
2S+1 = 5
DFT total energy = -39685.483 eV
LUMO level (spin up / spin down) = 4.589 / 4.718 eV
HOMO level (spin up / spin down) = 0.1006 / 0.0218 Eh
Net charge = -2